DFT (ωB97M-V with the def2-TZVPD basis set) results for one molecule with the formula C9H12BrClS.

XYZ file:
```
24
Properties=species:S:1:pos:R:3:forces:R:3:lowdin_charge:R:1
C -2.52218 -1.31690 1.11114 0.39 0.10 -0.40 -0.064
H 3.46767 -0.29348 -0.39142 0.16 -0.12 -0.10 0.104
Cl 2.82723 1.43655 -1.79300 0.04 0.11 -0.14 0.642
C -1.08977 -0.09206 -0.36624 0.45 0.37 0.07 -0.440
C -2.32662 1.09142 1.29922 0.18 -0.30 -0.24 -0.064
H -3.54965 -0.12330 2.55661 -0.09 -0.03 0.07 0.106
C 2.52302 0.22159 -0.52688 0.10 -0.21 0.23 -0.771
C -2.85997 -0.12190 1.72635 -0.09 0.24 0.20 -0.073
S 0.03309 -0.22531 -1.78850 -1.21 -1.02 0.12 0.867
Br 1.01429 -1.38900 -4.13722 0.36 0.05 -0.35 -0.320
H -0.98440 2.02306 -0.11884 0.02 0.28 0.06 0.106
H 2.98441 1.57531 1.03715 0.05 0.15 0.08 0.078
H 1.15442 -1.32946 -0.06092 -0.15 -0.08 0.11 0.093
H 2.09906 0.16682 1.57362 -0.19 -0.18 0.13 0.089
H 1.91684 -1.58278 -1.62998 0.11 0.11 -0.40 0.018
H 1.26296 1.48452 0.71032 -0.16 -0.02 0.04 0.060
H -2.58887 2.01811 1.78052 -0.13 0.09 0.14 0.107
H 0.29726 1.06595 -2.03736 0.23 0.06 0.21 -0.012
H -1.36630 -2.21258 -0.47970 0.00 -0.21 -0.04 0.117
C 1.51724 -0.83568 -0.95765 0.07 0.23 0.17 -0.442
H -2.92840 -2.26264 1.42591 -0.19 -0.06 0.19 0.108
C -1.63203 -1.30803 0.04410 -0.05 0.58 0.05 -0.090
C 2.17466 0.90018 0.77853 0.28 0.34 -0.13 -0.121
C -1.42397 1.10960 0.24426 -0.18 -0.48 -0.05 -0.097
```
Forces are in eV/Å.

Computed properties:
Multiplicity ... 1
Net charge ... 0
Energy ... -3782.4834 a.u.
F_max ... 1.59 eV/A
Energy above the lowest of the compared OMol25 structures with the same formula, charge and spin ... 0.0 kcal/mol
Highest occupied orbital energy ... -7.489 eV
Lowest unoccupied orbital energy ... 0.137 eV



DFT (ωB97M-V with the def2-TZVPD basis set) results for C4H6LiOYb as an isolated structure.

XYZ file:
```
13
Properties=species:S:1:pos:R:3:forces:R:3:mulliken_spin:R:1
H -5.27194 3.89406 -0.30037 0.22 0.13 0.24 0.084
C -2.52932 -1.71802 -0.26855 -0.29 0.75 0.55 0.013
Li -4.75418 -1.22147 -1.10035 -0.09 -0.45 -0.05 -0.001
H -1.94933 -1.51290 -1.17441 0.02 -0.30 0.37 0.000
C -2.92759 -0.68655 0.52201 0.81 -1.25 -0.68 0.018
O -3.30301 4.08422 -0.81440 -1.79 -1.95 2.23 0.293
H -2.43245 0.26569 0.30680 -0.71 0.05 0.21 -0.015
H -2.69851 -2.75486 0.03285 -0.17 0.16 -0.32 0.001
C -4.19207 2.33895 0.55333 0.03 -2.22 1.56 1.325
C -4.26146 3.47470 -0.13644 0.82 4.02 -3.84 0.202
H -3.46385 -0.88560 1.45623 0.28 0.35 -0.20 0.002
Yb -1.15324 4.33915 -1.01885 0.59 0.64 -0.25 0.011
H -4.98304 1.74656 1.01008 0.29 0.07 0.18 0.066
```
Forces are in eV/Å.

Computed properties:
Multiplicity ... 3
Net charge ... +3
Energy ... -1396.2221 a.u.
F_max ... 5.62 eV/A
Highest occupied orbital energy (alpha / beta) ... -21.178 / -21.209 eV
Lowest unoccupied orbital energy (alpha / beta) ... -12.516 / -14.279 eV



DFT (ωB97M-V with the def2-TZVPD basis set) results for a 7-piece molecular cluster, C15H32Cl2O26PS8 overall.

XYZ file:
```
84
Properties=species:S:1:pos:R:3:forces:R:3:lowdin_charge:R:1
H -0.33347 2.83392 -5.98698 0.01 0.00 0.04 0.143
C 4.19594 -8.91293 5.56164 -0.48 -0.16 0.13 -0.174
O 4.77398 -9.52715 8.69298 -0.03 -0.03 0.25 -0.205
C -0.34687 -5.83460 1.57417 -0.03 0.60 0.32 -0.813
O 1.50617 2.95873 4.33851 0.21 0.14 0.21 -0.189
H 0.53145 1.89831 5.83268 -0.06 0.22 -0.10 0.139
O -1.47843 -1.22287 1.94877 0.16 -0.44 0.53 -0.209
Cl -0.80321 -7.55629 1.49287 0.30 0.00 -0.18 0.686
C -0.00970 7.16055 -3.20173 0.47 -0.13 -0.06 -0.157
O 6.74190 -8.27014 7.86957 0.23 -0.05 0.07 -0.204
H 1.00092 8.92487 -3.97729 0.01 -0.05 -0.26 0.138
C 4.14418 -7.46163 5.98973 0.27 0.16 -0.25 -0.199
S 5.41562 -8.73126 7.71722 -0.20 0.04 -0.29 0.609
S 4.74771 -5.21432 3.19369 -0.56 -0.34 -0.72 0.450
H -5.87720 5.96050 -7.01176 -0.01 0.00 0.00 0.137
Cl 0.73294 -3.89640 -0.07039 0.28 0.50 -0.06 0.783
O 3.29685 4.62704 4.41538 0.02 0.24 -0.17 -0.203
O 3.35594 2.81869 2.72461 0.12 0.02 -0.20 -0.225
H 0.13729 -5.71480 2.53701 -0.08 -0.17 0.26 0.054
S -5.38915 3.71824 -5.14810 -0.72 0.58 -0.35 0.597
O -4.04472 4.11750 -4.94143 0.24 -0.08 0.14 -0.218
C -6.64825 3.95298 -7.27267 -0.51 -0.09 0.06 -0.154
H 1.37255 0.92708 4.60093 0.00 -0.02 0.03 0.118
H 0.85297 6.54717 -3.46949 0.01 0.02 0.01 0.135
H 2.63186 2.61067 6.83091 -0.02 -0.02 0.01 0.137
O -2.07264 1.43921 -2.45474 0.12 -0.05 0.43 -0.217
O 3.69651 2.29550 5.09724 -0.22 -0.14 -0.35 -0.183
O -5.54791 3.25032 -6.67278 0.27 0.32 0.09 -0.188
O 4.45974 -7.47993 7.38230 -0.14 -0.35 0.00 -0.184
H -1.81672 -4.56034 0.55583 -0.16 -0.09 -0.16 0.078
O 0.95424 -1.11955 2.44894 0.08 -0.71 0.32 -0.262
O -0.46622 8.17629 -5.24667 0.12 -0.43 0.00 -0.179
O -6.02792 2.77505 -4.31003 0.16 -0.16 0.29 -0.197
C -2.22724 1.84709 -5.66533 -0.55 0.19 0.01 -0.141
H -7.56422 3.40001 -7.05644 -0.01 0.02 -0.02 0.136
O -0.30902 0.92007 1.90148 -0.09 -0.55 0.14 -0.173
O 5.29540 -9.46148 6.28769 0.18 0.37 -0.01 -0.181
C 0.72060 -5.53105 0.49893 -0.96 -1.14 0.25 -0.974
H 2.27967 -7.21138 1.55901 -0.22 0.37 0.44 0.016
H -3.23314 2.12612 -5.35093 0.25 -0.21 -0.04 0.093
O -1.75043 0.79653 -4.79628 0.45 0.07 0.15 -0.171
O 2.95048 -3.16738 2.20149 -1.46 -1.19 0.16 -0.191
S 3.04301 3.29324 4.02307 -0.11 -0.28 0.42 0.600
H -1.34985 -4.05026 2.17464 -0.08 0.23 -0.11 0.071
O -2.83773 7.53139 -5.17006 -0.27 -0.14 -0.13 -0.206
H 2.08630 -2.74425 2.41664 0.20 0.88 -0.50 0.041
H 0.51735 -6.20922 -0.32512 0.30 0.04 -0.31 0.073
H 4.35196 -9.02863 4.49180 0.25 -0.09 0.05 0.130
C -1.56555 -4.91238 1.54763 0.31 -0.17 0.21 -0.115
H 4.90004 -6.86912 5.47461 -0.01 -0.01 -0.02 0.076
C 1.42219 1.83034 5.21402 -0.12 -0.55 -0.09 -0.166
H 1.21524 1.76160 0.79488 -0.02 0.02 0.07 0.135
C 0.14372 1.57714 0.69733 0.67 0.15 -0.32 -0.116
O -0.97933 2.94636 -4.03120 -0.24 -0.34 0.22 -0.171
H -1.69407 3.93925 -5.71970 -0.02 0.09 0.28 0.086
S -0.19746 -0.65390 1.73636 -0.37 1.11 -1.22 0.582
S -1.53299 6.98592 -5.16254 0.28 0.32 0.40 0.602
O -1.14157 5.97424 -6.07796 -0.06 0.09 -0.24 -0.225
P 2.98926 -4.65399 2.73541 3.16 0.62 2.41 -0.041
C -1.26809 2.98583 -5.44332 0.31 -0.15 -0.56 -0.157
H 3.16491 -7.01484 5.83223 -0.02 0.03 0.22 0.123
C -6.64428 5.30579 -6.59408 0.27 0.28 -0.36 -0.151
O -1.19354 6.50362 -3.67363 -0.14 0.27 -0.14 -0.185
O 2.04155 -4.80099 4.01301 -1.06 0.36 -1.35 -0.193
H -6.51282 4.02299 -8.34778 0.25 -0.10 0.03 0.138
O 0.19629 0.91352 -3.32690 0.08 -0.27 0.24 -0.231
H -2.24357 1.50976 -6.69764 0.15 -0.26 0.09 0.145
H 3.28993 -9.44816 5.85706 -0.03 0.04 -0.04 0.135
H -0.04928 7.27830 -2.12254 -0.23 -0.08 0.00 0.137
C 0.00835 8.48701 -3.92938 -0.25 0.29 0.35 -0.157
S -1.10821 1.45327 -3.49535 -0.50 0.66 -1.53 0.607
H -0.37410 2.52215 0.56421 -0.20 -0.08 0.24 0.148
H -1.20892 0.61204 -0.67817 0.00 -0.08 0.02 0.110
C 2.69385 1.87030 6.03091 -0.12 0.37 0.32 -0.158
H -7.60985 5.80030 -6.64647 -0.03 -0.04 0.25 0.139
C -0.15843 0.59420 -0.40933 -0.41 0.31 0.36 -0.144
S 2.41479 -5.94541 1.08867 0.02 0.22 -1.30 0.915
H 2.95259 0.90383 6.45348 0.21 -0.02 -0.17 0.136
H 1.19267 -4.32895 3.90583 0.06 -0.14 0.47 0.096
O -6.30230 5.02624 -5.22891 -0.10 -0.41 -0.05 -0.173
H -0.68274 9.20071 -3.47673 0.03 -0.01 0.03 0.136
H -2.40168 -5.43721 1.99130 -0.19 -0.03 -0.01 0.081
O 0.13759 -0.69975 0.18204 0.41 -0.06 0.60 -0.209
H 0.44632 0.75877 -1.28885 0.19 -0.32 0.06 0.105
```
Forces are in eV/Å.

Computed properties:
Multiplicity ... 1
Net charge ... +1
Energy ... -6993.8938 a.u.
F_max ... 4.02 eV/A
Highest occupied orbital energy ... -12.792 eV
Lowest unoccupied orbital energy ... -3.940 eV



Which value of multiplicity does entry 3 give? 1



Which formula does entry 2 have? C4H6LiOYb



What did the second record say?
DFT (ωB97M-V with the def2-TZVPD basis set) results for C4H6LiOYb as an isolated structure.

XYZ file:
```
13
Properties=species:S:1:pos:R:3:forces:R:3:mulliken_spin:R:1
H -5.27194 3.89406 -0.30037 0.22 0.13 0.24 0.084
C -2.52932 -1.71802 -0.26855 -0.29 0.75 0.55 0.013
Li -4.75418 -1.22147 -1.10035 -0.09 -0.45 -0.05 -0.001
H -1.94933 -1.51290 -1.17441 0.02 -0.30 0.37 0.000
C -2.92759 -0.68655 0.52201 0.81 -1.25 -0.68 0.018
O -3.30301 4.08422 -0.81440 -1.79 -1.95 2.23 0.293
H -2.43245 0.26569 0.30680 -0.71 0.05 0.21 -0.015
H -2.69851 -2.75486 0.03285 -0.17 0.16 -0.32 0.001
C -4.19207 2.33895 0.55333 0.03 -2.22 1.56 1.325
C -4.26146 3.47470 -0.13644 0.82 4.02 -3.84 0.202
H -3.46385 -0.88560 1.45623 0.28 0.35 -0.20 0.002
Yb -1.15324 4.33915 -1.01885 0.59 0.64 -0.25 0.011
H -4.98304 1.74656 1.01008 0.29 0.07 0.18 0.066
```
Forces are in eV/Å.

Computed properties:
Multiplicity ... 3
Net charge ... +3
Energy ... -1396.2221 a.u.
F_max ... 5.62 eV/A
Highest occupied orbital energy (alpha / beta) ... -21.178 / -21.209 eV
Lowest unoccupied orbital energy (alpha / beta) ... -12.516 / -14.279 eV